Arrangement a

11
Properties=species:S:1:pos:R:3 method="wB97M-V/def2-TZVPD" total_charge=+1 multiplicity=1 orbital_gap_ev=10.89 homo_energy_ev=-14.56
C -0.547 0.845 -0.229
C 0.166 -0.967 0.300
N -0.912 -0.457 -0.386
N 0.846 0.324 -0.051
H -0.665 1.511 -1.077
H -0.791 1.251 0.870
H 0.258 -0.889 1.461
H 0.645 -1.973 -0.026
H -1.826 -0.819 -0.542
H 1.435 0.248 -0.926
H 1.392 0.926 0.606

Arrangement b

11
Properties=species:S:1:pos:R:3 method="wB97M-V/def2-TZVPD" total_charge=+1 multiplicity=1 orbital_gap_ev=10.03 homo_energy_ev=-13.90
N -0.336 -0.484 1.490
C -0.715 -0.757 0.191
C -0.306 -0.097 -0.884
N 0.686 0.978 -0.753
H 0.641 -0.334 1.711
H -0.683 -1.135 2.180
H -1.354 -1.621 0.087
H -0.667 -0.356 -1.861
H 0.721 1.301 0.220
H 0.403 1.801 -1.292
H 1.610 0.705 -1.087

Arrangement c

11
Properties=species:S:1:pos:R:3 method="wB97M-V/def2-TZVPD" total_charge=+1 multiplicity=1 orbital_gap_ev=12.40 homo_energy_ev=-16.00
C 0.431 0.014 -0.023
C -1.625 0.019 0.001
N 0.994 0.953 0.708
N 0.937 -0.958 -0.679
H -1.613 -0.987 -0.420
H -1.867 0.006 1.041
H -1.920 0.840 -0.556
H 0.449 1.759 1.115
H 2.007 1.091 0.767
H 0.357 -1.424 -1.266
H 1.850 -1.313 -0.688

Most stable to least stable: arrangement b, arrangement c, arrangement a